# 1
105
Properties=species:S:1:pos:R:3:forces:R:3:lowdin_charge:R:1 method="wB97M-V/def2-TZVPD" fmax_ev_per_a=1.0 charge=-1
C 1.2260 -5.2535 -1.0883 0.03 0.32 -0.50 -0.147
C 0.9556 -6.4888 -1.9366 0.35 -0.33 0.74 -0.787
Cl 0.3707 -5.9513 -3.5481 0.01 -0.05 -0.17 0.587
C 0.0562 -7.5107 -1.2221 -0.21 0.41 -0.49 -0.751
Cl 0.6780 -9.1781 -1.6474 -0.03 -0.03 -0.02 0.511
B -1.5547 -7.4399 -1.4564 -0.50 -0.46 -0.14 -0.806
P -2.2360 -5.9918 -0.3581 0.57 0.34 0.29 0.544
O -2.3324 -4.6292 -1.3342 -0.40 -0.16 0.45 -0.443
Cl -4.3248 -6.4392 -0.2047 -0.07 -0.04 -0.26 0.129
H 0.3546 -4.5993 -1.0412 -0.07 -0.12 0.22 0.059
H 1.5753 -5.5213 -0.0908 -0.19 -0.10 0.06 0.072
H 2.0218 -4.6882 -1.5726 -0.04 0.11 0.02 0.052
H 1.9107 -6.9710 -2.1335 0.01 0.04 -0.12 0.054
H 0.2798 -7.4024 -0.1604 0.13 -0.16 0.03 0.065
H -2.0676 -8.4399 -0.9848 0.06 0.10 0.25 0.017
H -1.9093 -7.3575 -2.6106 0.06 0.14 -0.02 0.016
H -3.0932 -4.7299 -1.9167 0.19 -0.01 -0.40 0.011
C -6.3538 -5.1666 2.3235 -0.18 0.06 -0.27 -0.167
C -6.1973 -3.6652 2.3047 0.31 -0.06 0.03 -0.147
O -7.0401 -3.2038 3.3871 -0.18 -0.19 -0.02 -0.194
S -7.0377 -4.2853 4.5562 0.19 0.01 -0.31 0.580
O -6.1110 -3.8987 5.5629 -0.05 -0.06 0.15 -0.237
O -8.3856 -4.5792 4.8968 -0.06 0.06 0.11 -0.237
O -6.4061 -5.4900 3.7313 0.06 0.20 0.07 -0.188
H -7.2852 -5.4963 1.8598 0.02 0.00 0.01 0.133
H -5.5023 -5.6443 1.8480 -0.02 -0.21 0.24 0.041
H -6.5202 -3.2117 1.3728 -0.14 0.07 0.09 0.140
H -5.1673 -3.3889 2.5110 -0.01 0.10 0.00 0.099
C 6.3760 -4.8140 1.3967 0.02 0.30 -0.02 -0.162
C 5.0545 -4.9558 2.1215 0.08 -0.30 0.15 -0.155
O 4.0780 -4.8948 1.0774 0.09 0.18 -0.20 -0.186
S 4.6577 -5.5502 -0.2635 0.17 0.13 0.36 0.591
O 4.2177 -6.8913 -0.3662 0.03 -0.05 -0.18 -0.202
O 4.4995 -4.6184 -1.3185 -0.03 -0.03 -0.11 -0.216
O 6.2023 -5.5648 0.1902 -0.11 -0.17 0.11 -0.192
H 6.5788 -3.7734 1.1333 -0.01 0.00 0.04 0.133
H 7.2113 -5.2191 1.9616 0.01 -0.13 -0.11 0.134
H 4.8809 -4.1582 2.8343 -0.13 0.00 -0.11 0.092
H 4.9735 -5.9221 2.6233 0.01 0.02 0.02 0.142
C -0.3269 -1.8465 3.5112 0.17 0.12 0.17 -0.160
C -1.5434 -1.6733 4.3986 0.00 -0.32 0.08 -0.154
O -2.5003 -1.0246 3.5488 0.13 0.21 -0.11 -0.189
S -2.3142 -1.5347 2.0427 0.44 -0.25 0.27 0.595
O -3.2405 -2.5745 1.7871 -0.12 0.10 -0.23 -0.218
O -2.2102 -0.3995 1.1987 -0.22 0.16 -0.10 -0.223
O -0.8709 -2.1880 2.2311 -0.23 -0.02 0.04 -0.174
H 0.2353 -0.9148 3.4152 0.00 0.00 0.02 0.130
H 0.3313 -2.6440 3.8462 -0.04 -0.03 -0.16 0.119
H -1.3501 -1.0498 5.2668 -0.10 0.13 -0.07 0.133
H -1.9526 -2.6343 4.7164 0.03 0.00 0.00 0.137
C -0.9828 3.1728 -0.1559 -0.12 -0.37 0.34 -0.152
C -2.0281 4.0519 0.4979 0.08 0.30 -0.30 -0.151
O -1.6725 4.0346 1.8962 0.18 -0.19 0.07 -0.179
S -0.0943 3.9290 2.0519 -0.35 -0.19 -0.48 0.584
O 0.4525 5.2281 2.2620 0.23 0.08 0.10 -0.246
O 0.2063 2.8729 2.9488 0.11 0.05 0.24 -0.224
O 0.2373 3.4897 0.5604 -0.08 0.31 0.14 -0.182
H -1.2019 2.1153 -0.0116 0.01 -0.01 -0.01 0.131
H -0.8533 3.3662 -1.2099 0.40 0.18 0.19 0.098
H -3.0377 3.6781 0.3686 0.00 -0.08 0.21 0.136
H -1.9728 5.0812 0.1406 -0.02 -0.01 -0.01 0.132
C -3.4251 3.2264 -5.4718 -0.20 0.35 -0.22 -0.150
C -1.9250 3.3896 -5.4223 0.17 -0.40 -0.17 -0.153
O -1.6727 3.8859 -4.0962 -0.25 0.24 0.04 -0.184
S -2.7330 3.2536 -3.0799 -0.12 -0.36 -0.93 0.600
O -2.1451 2.1223 -2.4565 -0.32 0.01 0.11 -0.209
O -3.3083 4.3093 -2.3251 0.15 0.00 0.28 -0.209
O -3.7728 2.7293 -4.1670 0.22 0.02 0.12 -0.173
H -3.9259 4.1820 -5.6287 0.02 0.00 -0.02 0.124
H -3.7454 2.5173 -6.2294 -0.05 -0.13 0.15 0.141
H -1.5629 4.0965 -6.1624 0.01 0.17 0.18 0.118
H -1.4107 2.4336 -5.5384 -0.01 0.00 0.01 0.138
C 4.3254 0.1624 4.0862 -0.31 0.23 0.00 -0.149
C 4.4052 0.0441 5.5950 0.34 0.12 0.01 -0.155
O 3.7642 -1.2079 5.8793 -0.18 -0.09 -0.20 -0.185
S 4.0430 -2.2424 4.6926 0.22 0.62 0.13 0.588
O 5.1398 -3.0770 5.0361 -0.05 -0.14 -0.10 -0.221
O 2.8072 -2.7866 4.2705 -0.12 -0.22 0.05 -0.205
O 4.5576 -1.1741 3.6188 0.13 -0.19 0.18 -0.186
H 3.3346 0.4797 3.7571 0.00 0.02 0.01 0.135
H 5.0793 0.8263 3.6732 0.08 -0.14 -0.07 0.138
H 3.8820 0.8436 6.1114 -0.13 -0.12 0.04 0.137
H 5.4391 -0.0056 5.9418 -0.01 0.01 -0.02 0.134
C 3.4238 7.3053 1.2303 -0.06 -0.32 -0.03 -0.155
C 3.0862 7.3592 2.7034 -0.29 0.22 0.04 -0.155
O 4.3571 7.1841 3.3553 0.11 -0.14 -0.18 -0.189
S 5.5111 7.8573 2.4823 -0.27 -0.01 -0.05 0.590
O 5.7912 9.1579 2.9763 0.11 0.03 -0.04 -0.224
O 6.5467 6.9061 2.3007 0.10 -0.01 0.09 -0.223
O 4.6739 8.0091 1.1281 -0.04 0.11 0.15 -0.192
H 3.5695 6.2793 0.8893 -0.01 0.00 0.01 0.136
H 2.6792 7.7948 0.6096 0.11 0.13 -0.03 0.136
H 2.4020 6.5707 3.0029 0.14 -0.08 0.08 0.112
H 2.6799 8.3311 2.9901 0.01 0.00 -0.03 0.136
C -0.6625 7.4659 -9.4537 0.10 0.29 -0.02 -0.155
C -0.2247 7.2258 -8.0231 0.12 -0.28 -0.05 -0.158
O -1.4038 7.4972 -7.2514 -0.08 0.13 -0.13 -0.187
S -2.7052 7.0715 -8.0770 0.24 0.07 -0.09 0.601
O -3.1189 5.7744 -7.6715 -0.07 -0.10 0.02 -0.225
O -3.6099 8.1588 -8.0838 -0.09 0.00 0.10 -0.204
O -1.9974 6.9409 -9.5043 0.04 -0.16 0.16 -0.185
H -0.6968 8.5300 -9.6923 0.01 0.00 0.02 0.135
H -0.0421 6.9459 -10.1781 -0.14 -0.11 -0.03 0.136
H 0.5756 7.8876 -7.7057 -0.12 0.09 0.11 0.137
H 0.0701 6.1871 -7.8611 0.02 0.01 -0.02 0.131

# 2
75
Properties=species:S:1:pos:R:3:forces:R:3:lowdin_charge:R:1 method="wB97M-V/def2-TZVPD" fmax_ev_per_a=0.9 charge=-1
C 2.6159 6.9795 0.7679 -0.27 0.07 0.06 -0.118
C 2.5702 6.3622 -0.6423 0.16 0.14 -0.29 -0.404
O 1.3134 5.9362 -1.0630 -0.04 0.17 0.32 -0.403
P 0.5834 4.4951 -0.2449 -0.55 -0.41 -0.28 0.603
C 1.0743 3.3549 -1.7313 0.28 0.29 -0.24 -0.289
C 1.6732 2.0059 -1.3636 -0.02 -0.07 -0.36 -0.340
N 2.5953 1.4436 -2.3835 0.07 -0.09 0.05 -0.023
C -1.0593 5.0134 -1.0648 -0.01 0.26 -0.23 -0.294
C -1.8510 6.0064 -0.2440 0.11 0.17 -0.25 -0.335
O -2.5236 5.4302 0.8875 0.02 0.20 0.09 -0.102
B -0.1688 3.0442 0.8733 0.24 -0.32 0.12 -0.696
O 0.5669 2.5937 1.9809 -0.67 0.43 0.48 0.065
O -1.3977 2.4240 0.7164 0.01 0.17 -0.20 -0.036
C -2.2328 2.2095 1.8355 -0.08 -0.33 0.11 -0.109
H 1.5959 7.2394 1.0658 0.09 -0.01 -0.05 0.050
H 3.2011 7.9057 0.7757 0.12 -0.17 0.05 0.052
H 3.0032 6.2909 1.5237 0.00 0.07 -0.08 0.054
H 2.8946 7.1359 -1.3550 -0.03 -0.10 0.00 0.095
H 3.3189 5.5508 -0.7211 -0.08 0.03 0.11 0.090
H 0.2404 5.4058 0.9246 0.16 -0.07 0.17 0.012
H 1.8920 4.2275 0.3750 0.08 0.04 0.00 0.018
H 0.2284 3.2229 -2.4202 0.03 -0.02 0.13 0.073
H 1.8302 3.9225 -2.2942 -0.06 -0.04 0.10 0.065
H 0.8770 1.2616 -1.2574 0.13 0.03 0.35 0.096
H 2.2507 2.0787 -0.4336 -0.22 -0.03 0.02 0.097
H 3.2735 2.1677 -2.6105 -0.14 -0.10 -0.13 0.052
H 2.0538 1.2639 -3.2263 0.12 0.23 0.02 0.052
H -0.8102 5.5425 -1.9936 0.09 -0.18 0.02 0.076
H -1.6723 4.1475 -1.3426 0.08 0.00 0.25 0.082
H -1.1553 6.7897 0.0887 -0.13 -0.05 0.04 0.094
H -2.6093 6.5022 -0.8646 -0.09 -0.13 0.17 0.100
H -1.9481 5.5808 1.6451 0.06 -0.13 -0.11 0.062
H 1.0347 3.3458 2.3640 0.44 -0.21 -0.33 0.077
H -3.0945 1.6308 1.4886 0.01 0.11 0.09 0.090
H -2.5872 3.1598 2.2479 0.00 -0.06 -0.14 0.082
H -1.7400 1.6477 2.6390 0.06 0.08 -0.10 0.077
C 0.7399 -2.4049 1.2505 0.01 -0.20 -0.01 -0.017
C -0.6419 -2.1691 0.7025 0.15 0.16 0.04 -0.307
C -1.4833 -1.2026 1.5100 0.09 0.11 -0.07 -0.072
O -2.8154 -1.7054 1.3036 -0.03 -0.06 0.06 0.073
C -2.7251 -3.0163 1.0165 -0.03 -0.10 -0.04 -0.574
O -3.6522 -3.7718 0.9785 0.10 0.15 -0.06 0.125
O -1.4446 -3.3734 0.7889 -0.13 -0.03 -0.04 0.079
H 1.3139 -3.0592 0.5955 0.00 0.05 -0.04 0.083
H 1.2699 -1.4560 1.3380 -0.01 0.01 -0.04 0.098
H 0.6759 -2.8762 2.2330 -0.01 0.09 0.04 0.087
H -0.6032 -1.8734 -0.3480 0.01 0.01 0.02 0.146
H -1.4125 -0.1713 1.1758 -0.08 -0.03 -0.09 0.120
H -1.2535 -1.2598 2.5770 0.01 0.00 0.01 0.142
C 2.5375 -2.8097 -6.3530 -0.18 0.00 -0.01 -0.028
C 2.8066 -1.9837 -5.1215 0.07 -0.05 -0.09 -0.334
C 3.6320 -2.6682 -4.0480 0.06 0.02 -0.04 -0.102
O 3.1426 -2.0684 -2.8522 -0.14 -0.11 0.06 0.062
C 1.8738 -1.6494 -3.0801 -0.04 0.14 0.13 -0.563
O 1.1115 -1.2891 -2.2461 -0.03 -0.24 -0.04 0.158
O 1.5898 -1.7174 -4.4089 0.05 0.10 0.08 0.078
H 1.9986 -2.2283 -7.1001 0.02 0.01 0.00 0.085
H 3.4771 -3.1501 -6.7909 0.00 0.02 0.00 0.088
H 1.9267 -3.6769 -6.0984 0.07 -0.03 0.03 0.091
H 3.2504 -1.0204 -5.3881 0.03 0.00 0.03 0.158
H 4.7012 -2.4916 -4.1371 -0.01 0.07 0.06 0.137
H 3.4383 -3.7445 -4.0123 0.00 -0.01 -0.04 0.136
C -3.5764 -5.8108 3.3186 -0.04 0.05 0.27 -0.023
C -2.6697 -6.9215 3.7727 -0.10 0.02 -0.15 -0.318
C -3.1572 -8.3215 3.4566 0.01 -0.01 -0.07 -0.097
O -2.6035 -9.0962 4.5254 -0.05 -0.01 0.06 0.056
C -2.4202 -8.2696 5.5857 0.05 -0.01 0.15 -0.569
O -2.1566 -8.6364 6.6876 -0.03 0.05 -0.19 0.154
O -2.5819 -6.9829 5.2130 0.07 -0.04 0.04 0.085
H -3.1297 -4.8385 3.5168 0.01 -0.01 -0.05 0.086
H -3.7618 -5.8790 2.2477 0.05 0.04 0.00 0.083
H -4.5270 -5.8555 3.8529 -0.01 -0.08 -0.05 0.096
H -1.6557 -6.7740 3.3911 0.01 -0.03 0.01 0.159
H -2.8037 -8.7043 2.5029 0.06 -0.04 0.05 0.136
H -4.2469 -8.3912 3.5005 -0.01 0.04 -0.01 0.137

# 3
89
Properties=species:S:1:pos:R:3:forces:R:3:lowdin_charge:R:1 method="wB97M-V/def2-TZVPD" fmax_ev_per_a=1.6 charge=+1
C 2.9155 1.0409 -1.8254 0.30 -0.28 0.92 -0.098
C 3.2331 0.8249 -0.3246 -0.78 0.16 -0.63 -0.305
C 2.1633 0.0220 0.3935 -0.28 0.28 -0.65 -0.714
I 2.3100 0.4336 2.5269 -0.04 -0.36 -0.03 0.894
N 2.2407 -1.3992 0.0441 0.20 -0.67 1.46 0.054
C 1.4541 -2.2562 0.7999 0.12 0.74 -0.52 -0.411
N 2.0325 -3.3134 1.4906 -0.37 -0.26 -0.38 0.159
N 0.1776 -2.0438 0.8838 0.70 -0.24 0.21 0.163
C -0.7333 -2.8855 1.6777 -0.27 0.00 0.36 -0.130
C -2.0124 -2.1544 2.0806 0.60 -0.11 -0.59 -0.200
C -2.7261 -1.2974 1.0292 -0.32 0.28 0.69 -0.184
C -3.4085 -0.1594 1.8337 -0.15 -0.27 -0.14 -0.254
S -2.4989 1.3690 1.6525 0.27 0.18 -0.29 0.354
O -3.0557 2.1974 0.6405 -0.40 0.11 0.08 -0.307
O -1.0989 1.0571 1.5417 -0.06 -0.23 0.47 -0.394
Cl -2.8214 2.2720 3.4812 0.12 -0.34 -0.51 0.418
H 2.4722 0.1300 -2.2256 0.22 -0.01 -0.37 0.077
H 2.2280 1.8658 -1.9874 -0.07 0.08 0.07 0.056
H 3.8769 1.2836 -2.2750 -0.41 -0.15 -0.43 -0.025
H 4.1975 0.3258 -0.2414 0.13 0.07 0.30 0.099
H 3.2537 1.7890 0.1715 0.42 0.09 0.04 0.084
H 1.1765 0.3623 0.0948 -0.10 0.34 0.24 0.075
H 3.1972 -1.7158 0.1707 0.10 0.14 -0.31 0.137
H 2.4416 -2.9857 2.3625 0.02 -0.08 0.01 0.109
H 2.7033 -3.8133 0.9192 0.19 0.03 0.18 0.119
H -0.1560 -1.2325 0.3774 -0.34 0.00 0.18 0.140
H -0.8822 -3.8329 1.1652 -0.21 0.08 -0.30 0.111
H -0.2351 -3.1338 2.6097 0.19 -0.08 -0.03 0.124
H -1.7386 -1.5167 2.9175 0.03 0.04 0.07 0.076
H -2.7000 -2.9137 2.4398 -0.02 0.04 0.23 0.056
H -2.0662 -0.8826 0.2721 0.01 0.07 -0.08 0.094
H -3.4919 -1.8586 0.5009 -0.02 -0.10 -0.04 0.102
H -3.3789 -0.3970 2.8929 -0.05 0.07 0.11 0.065
H -4.4527 -0.0083 1.5758 0.04 0.40 -0.21 0.118
C 6.5867 2.5601 -3.4389 -0.18 0.08 -0.18 -1.033
Cl 6.4828 1.0466 -2.5121 0.19 0.02 -0.01 0.536
Cl 4.9814 3.1916 -3.8432 0.10 0.04 -0.03 0.536
H 7.1142 3.2924 -2.8466 -0.08 0.00 0.10 -0.027
H 7.1237 2.3598 -4.3581 -0.03 -0.12 0.00 -0.035
C -2.6826 -5.9581 4.0546 0.05 0.05 0.10 -0.966
Cl -2.7304 -4.5568 5.1331 0.03 -0.22 -0.02 0.506
Cl -3.0448 -5.4674 2.3925 -0.01 -0.39 0.20 0.496
H -1.6895 -6.3908 4.0854 0.02 0.04 -0.04 0.031
H -3.4206 -6.6854 4.3717 -0.08 0.07 -0.02 0.035
C -2.2547 -1.5577 7.5261 -0.02 0.02 0.18 -1.002
Cl -3.6082 -2.5228 8.1104 0.03 0.02 0.00 0.522
Cl -2.2591 -1.4231 5.7560 0.09 0.23 -0.01 0.477
H -2.3284 -0.5618 7.9454 -0.06 0.02 -0.06 0.028
H -1.3294 -2.0317 7.8303 -0.01 -0.05 -0.07 0.029
C 1.5062 4.7847 -5.6457 0.01 0.10 -0.12 -1.011
Cl 1.8535 6.3637 -4.9418 0.00 -0.02 -0.03 0.519
Cl 1.1937 3.5636 -4.3984 -0.03 -0.09 0.00 0.494
H 0.6264 4.8661 -6.2732 -0.05 0.00 0.07 0.021
H 2.3615 4.4658 -6.2292 0.04 -0.02 0.08 0.024
C -3.6648 5.9007 3.7333 0.04 0.20 -0.18 -1.035
Cl -5.3355 5.3215 3.6397 0.11 -0.11 -0.03 0.511
Cl -3.4723 7.1630 4.9526 0.04 -0.01 0.01 0.518
H -3.0231 5.0693 3.9941 -0.04 -0.02 0.04 -0.026
H -3.3842 6.3116 2.7648 -0.11 -0.06 0.15 0.033
C 10.2204 1.5870 -2.8685 0.04 -0.15 -0.04 -0.994
Cl 9.6021 3.0676 -2.1225 0.20 0.05 0.15 0.542
Cl 10.0520 1.6256 -4.6263 0.05 -0.15 0.10 0.511
H 11.2705 1.4851 -2.6228 0.01 0.11 -0.01 0.027
H 9.6562 0.7480 -2.4784 -0.08 0.03 -0.04 0.011
C 9.2459 4.8557 -7.3936 0.03 0.05 -0.08 -1.006
Cl 10.6526 3.8573 -7.7691 0.00 0.02 -0.02 0.511
Cl 8.3051 4.1867 -6.0515 -0.13 0.18 -0.06 0.504
H 9.5854 5.8456 -7.1145 0.03 -0.03 0.07 0.027
H 8.6100 4.9045 -8.2691 -0.02 -0.08 0.01 0.026
C -5.0132 -5.9152 -1.2906 -0.14 -0.17 -0.08 -0.989
Cl -3.8333 -4.8641 -0.4796 0.01 0.17 -0.32 0.469
Cl -5.6653 -7.1351 -0.1985 -0.06 0.09 -0.05 0.512
H -5.8276 -5.2997 -1.6525 0.01 0.06 0.08 0.029
H -4.5163 -6.4133 -2.1148 0.09 -0.02 0.07 0.020
C -2.5910 -9.9524 -0.1116 0.00 -0.07 0.03 -1.007
Cl -2.6469 -8.6068 1.0350 0.09 -0.03 0.02 0.473
Cl -2.9287 -9.4184 -1.7632 0.01 -0.02 -0.02 0.506
H -1.6006 -10.3900 -0.0855 0.03 0.06 -0.03 0.025
H -3.3358 -10.6842 0.1766 -0.07 0.06 -0.02 0.029
C -2.8279 3.6929 -4.5272 0.23 -0.30 0.11 -1.067
Cl -3.8668 4.8225 -3.6923 -0.23 0.28 0.28 0.526
Cl -2.9296 3.8792 -6.2726 0.09 -0.01 -0.32 0.507
H -1.8018 3.8578 -4.2174 -0.01 0.05 -0.03 -0.015
H -3.1409 2.6868 -4.2750 -0.03 -0.02 -0.02 0.023
C -8.9004 4.7642 3.9350 -0.02 0.07 0.02 -1.047
Cl -8.3569 3.0986 3.6757 0.06 0.01 0.02 0.479
Cl -10.4959 5.0512 3.2366 0.01 0.03 0.01 0.514
H -8.9494 4.9474 5.0015 -0.04 -0.06 0.01 0.028
H -8.1920 5.4370 3.4673 -0.02 -0.03 -0.07 -0.015

Calculated total energy, respectively: -8163.124271 -2147.126467 -12342.732616 a.u..
HOMO level, respectively: -4.18 -3.87 -12.08 eV.